{"formula": "CH2O3S2", "method": "ωB97M-V/def2-TZVPD", "energy_ev": -28881.33067, "total_charge": 0, "orbital_gap_ev": 9.6, "de_lowest_kcal_mol": 2.7, "e_homo_ev": -10.55, "symbols": ["C", "O", "O", "O", "S", "S", "H", "H"], "xyz": [[0.71138, 0.22065, -0.88024], [0.57764, -2.60984, -1.29162], [2.57326, -3.70444, -0.38635], [1.83876, -0.06997, -0.61865], [-0.63122, 0.19686, 0.21555], [2.00910, -2.73714, -1.30114], [0.22200, 0.64569, -1.86347], [-0.09387, -0.30423, 1.38171]]}